Entry from the OMol25 dataset: the molecule C3H7NO2 at a distorted geometry (wB97M-V/def2-TZVPD).

Last column: Löwdin charge in e.
Positions of all 13 atoms, in Å:
1 N -0.7178 0.4823 -1.2408  0.0624
2 C 0.3504 0.0770 -0.4008  -0.3596
3 C 0.8152 -1.3743 -0.6967  -0.2270
4 O 0.3023 -2.2881 -0.1565  0.0871
5 C -0.0971 0.1520 1.0736  -0.2378
6 O -0.7320 1.4081 1.1372  -0.0708
7 H -1.4164 1.1618 -0.9158  0.1004
8 H -1.1124 -0.2622 -1.6696  0.0300
9 H 1.3087 0.8251 -0.5031  0.1739
10 H 1.5847 -1.5201 -1.5054  0.1291
11 H -0.7118 -0.6253 1.3205  0.0817
12 H 0.7065 -0.0220 1.7767  0.1239
13 H -0.2805 1.9856 1.7806  0.1067

## Properties
ΔE to the lowest compared entry with this formula, charge and spin = 2.5950 eV
2S+1 = 1
HOMO = -9.09 eV
HOMO-LUMO gap = 9.8789 eV
E = -323.68560 Eh
M = 89.09 g/mol
SMILES string = N[C@H](C=O)CO